1.
# C33H23Cl2MgO3P2S2

A molecular structure, C33H23Cl2MgO3P2S2 (ωB97M-V with the def2-TZVPD basis set, OMol25).

Each line ends with the Löwdin charge.
Geometry (Å):
Mg: -0.73275 -2.19992 0.01071  0.340
S: 0.05165 -1.38922 2.37861  0.380
P: 0.92575 0.09618 1.41051  0.521
C: 0.89195 0.22238 -0.35329  -0.542
P: -0.67915 0.77768 -0.96319  0.479
S: -2.37985 -0.15672 -0.66719  0.371
C: -0.32065 0.85398 -2.75879  -0.309
C: 0.82875 0.28608 -3.29569  -0.063
C: 1.01965 0.26788 -4.66609  -0.082
C: 0.07755 0.83618 -5.50569  -0.105
C: -1.06365 1.41608 -4.97399  -0.097
C: -1.27025 1.41588 -3.60669  -0.095
C: -0.87595 2.53258 -0.51849  -0.342
C: -2.05095 2.97538 0.07221  -0.119
C: -2.20715 4.31288 0.38371  -0.090
C: -1.19505 5.21478 0.09991  -0.098
C: -0.02465 4.77318 -0.49709  -0.092
C: 0.13835 3.43618 -0.80699  -0.085
C: 2.73275 0.00668 1.66751  -0.320
C: 3.56395 0.59948 0.72311  -0.098
C: 4.93235 0.42888 0.79611  -0.085
C: 5.47765 -0.33742 1.81341  -0.101
C: 4.65275 -0.92692 2.75771  -0.093
C: 3.28125 -0.75862 2.68651  -0.093
C: 0.38765 1.64278 2.22611  -0.322
C: 1.23475 2.73438 2.35661  -0.076
C: 0.83135 3.83838 3.08771  -0.089
C: -0.41925 3.86348 3.68401  -0.098
C: -1.27455 2.78418 3.53501  -0.090
C: -0.87155 1.67598 2.81511  -0.123
H: 1.58015 -0.14422 -2.65109  0.086
H: 1.90825 -0.19502 -5.07389  0.100
H: 0.23035 0.81808 -6.57629  0.093
H: -1.79615 1.86428 -5.63039  0.095
H: -2.17015 1.84038 -3.18069  0.102
H: -2.83645 2.25638 0.26661  0.056
H: -3.12505 4.65938 0.83721  0.100
H: -1.31945 6.26358 0.33351  0.095
H: 0.75795 5.48008 -0.73369  0.097
H: 1.04075 3.07508 -1.28189  0.109
H: 3.12005 1.16258 -0.08649  0.093
H: 5.57265 0.87478 0.04641  0.098
H: 6.54815 -0.48362 1.86081  0.093
H: 5.08135 -1.53672 3.54101  0.095
H: 2.62225 -1.23632 3.39881  0.070
H: 2.21635 2.70518 1.90431  0.103
H: 1.50245 4.67748 3.20831  0.098
H: -0.72045 4.72038 4.27241  0.096
H: -2.25165 2.80078 3.99821  0.101
H: -1.51785 0.81258 2.72471  0.073
Cl: -3.91995 -8.70752 -0.28049  0.629
C: -3.38165 -7.05942 -0.28299  -0.691
C: -4.34275 -6.04362 -0.24459  -0.126
C: -3.92315 -4.73912 -0.30479  -0.580
Cl: -5.06475 -3.45312 -0.23849  0.712
C: -2.55095 -4.37682 -0.41479  -0.379
O: -2.18845 -3.18302 -0.61379  -0.165
C: -1.60275 -5.44662 -0.30359  -0.122
C: -0.23495 -5.09842 -0.11719  -0.146
O: 0.17415 -3.99122 0.26151  -0.036
C: -2.04075 -6.78152 -0.29629  -0.070
H: -5.38905 -6.28582 -0.16289  0.101
H: 0.50845 -5.89812 -0.29699  0.140
H: -1.30645 -7.57312 -0.25439  0.110
O: 2.12735 -1.73972 -0.86139  -0.050
C: 1.02925 -1.26042 -0.65829  -0.562

Computed properties:
Spin multiplicity ... 1
Energy ... -111479.8718 eV
HOMO level ... -0.1222 Eh
Charge ... -1
Lowest unoccupied orbital energy ... 2.19 eV
Kohn-Sham gap ... 0.20263 Ha

=====

2.
# C3H6N2O2

A single C3H6N2O2 molecule (ωB97M-V with the def2-TZVPD basis set, OMol25).

Each line ends with the Löwdin charge.
Geometry (Å):
N: 1.03709 1.22361 -0.37487  0.141
C: 0.01106 0.61815 0.62300  -0.484
O: 0.12645 0.98077 1.76603  0.078
C: -1.25503 0.04276 -0.01466  -0.130
O: -1.26459 -1.36427 0.03508  -0.075
C: 0.04014 -1.85361 0.00252  -0.309
N: 1.04051 -1.12487 0.08509  0.059
H: 1.60424 1.91754 0.10939  0.134
H: 0.67503 1.58643 -1.25399  0.126
H: -1.34017 0.38347 -1.05703  0.125
H: -2.11372 0.39937 0.55767  0.135
H: -0.01234 -2.94465 -0.07731  0.117
H: 1.45134 0.13530 -0.40091  0.082

Computed properties:
Relative energy (zero: lowest compared OMol25 entry of this formula, charge and spin) ... 3.936 eV
Spin multiplicity ... 1
Energy ... -10280.8616 eV
HOMO level ... -0.3116 Eh
Charge ... 0
Lowest unoccupied orbital energy ... 0.50 eV
Kohn-Sham gap ... 0.32979 Ha